(1)
Below is the molecule C4H7NO in a non-equilibrium geometry, with properties calculated with ωB97M-V/def2-TZVPD.

XYZ file:
```
13
Properties=species:S:1:pos:R:3
C -1.9260 -0.3142 -0.5608
C -0.5301 -0.3775 -0.0514
O -0.3415 -1.3530 0.6687
C 0.6154 0.5028 -0.3706
C 1.5013 0.7138 0.8121
N 1.9284 -0.1371 -0.2714
H -1.9672 -1.4098 -0.3175
H -2.1119 0.1756 -1.5344
H -2.6159 0.0951 0.1776
H 0.5118 1.2665 -1.1356
H 1.1676 0.2463 1.7370
H 2.0206 1.6602 0.9083
H 1.7759 -1.1131 -0.0111
```

Values from the calculation:
- frontier orbital gap (eV) = 10.92
- ΔE to the lowest compared entry with this formula, charge and spin (kcal per mole) = 56.43
- HOMO level (eV) = -9.92

Atom charges from the Mulliken analysis, given in e for atoms 1 to 5: -1.046 0.564 -0.608 0.012 -0.425

---

(2)
Below is the molecule C4H7NO, with properties calculated with ωB97M-V/def2-TZVPD.

XYZ file:
```
13
Properties=species:S:1:pos:R:3
C 1.3221 -0.7815 -0.2998
C 0.0433 0.0257 0.0201
C -0.2921 1.5012 0.3006
N -0.3034 0.9796 -1.0373
C -0.9527 -0.9281 0.6298
O -0.7511 -2.1192 0.6407
H 1.0437 -1.7669 -0.7157
H 1.8664 -0.2530 -1.0759
H 1.9629 -1.0216 0.5535
H -1.2889 1.7193 0.7162
H 0.4193 2.2890 0.5532
H -1.2261 0.8891 -1.4422
H -1.8434 -0.5337 1.1568
```

Values from the calculation:
- frontier orbital gap (eV) = 10.53
- ΔE to the lowest compared entry with this formula, charge and spin (kcal per mole) = 57.14
- HOMO level (eV) = -9.70

Atom charges from the Mulliken analysis, given in e for atoms 1 to 5: -1.179 0.820 -0.437 -0.524 -0.187

---

(3)
Below is the molecule C4H7NO in a non-equilibrium geometry, with properties calculated with ωB97M-V/def2-TZVPD.

XYZ file:
```
13
Properties=species:S:1:pos:R:3
C -1.6971 -0.2393 -0.0373
C -0.1771 -0.7003 -0.0709
C 0.7580 0.4281 0.4418
C 2.1954 -0.0783 0.1994
H -2.0660 -0.7219 0.9616
H -1.6104 1.0041 -0.0425
H -2.3578 -0.6634 -0.8974
H 0.0518 -1.5810 0.5800
H 0.1955 -1.1334 -1.1353
H 0.7337 0.8259 1.4761
H 0.2177 1.6143 -1.1243
N 3.2177 -0.4241 -0.2280
O 0.5387 1.6694 -0.1230
```

Values from the calculation:
- frontier orbital gap (eV) = 11.97
- ΔE to the lowest compared entry with this formula, charge and spin (kcal per mole) = 63.20
- HOMO level (eV) = -11.32

Atom charges from the Mulliken analysis, given in e for atoms 1 to 5: -0.796 -0.614 0.274 0.110 0.221

---

(4)
Below is the molecule C4H7NO in a non-equilibrium geometry, with properties calculated with ωB97M-V/def2-TZVPD.

XYZ file:
```
13
Properties=species:S:1:pos:R:3
O 0.2868 -1.1315 -2.0079
C -0.0899 0.0184 -1.9710
C -0.4367 0.7191 -0.6910
C -0.4078 -0.2536 0.4590
C 0.8321 -0.4063 1.2739
N -0.2842 0.3775 1.7549
H -0.1851 0.6093 -2.9038
H -1.3738 1.2880 -0.8243
H 0.3251 1.4899 -0.4981
H -0.5847 -1.3016 0.2635
H 1.7259 0.0493 0.8730
H 0.9587 -1.3839 1.7519
H -0.7663 -0.0747 2.5200
```

Values from the calculation:
- frontier orbital gap (eV) = 10.76
- ΔE to the lowest compared entry with this formula, charge and spin (kcal per mole) = 60.88
- HOMO level (eV) = -9.65

Atom charges from the Mulliken analysis, given in e for atoms 1 to 5: -0.478 0.068 -0.686 0.048 -0.464

---

(5)
Below is the molecule C4H7NO, with properties calculated with ωB97M-V/def2-TZVPD.

XYZ file:
```
13
Properties=species:S:1:pos:R:3
C 1.1538 1.2308 -0.4061
N 0.1455 0.3694 0.2205
C 0.0395 0.3304 1.5301
C -1.2223 -1.5670 -0.5998
C -0.7687 -0.1919 -0.6527
O -0.3433 -1.0943 -1.6456
H 1.8485 0.5925 -0.9585
H 0.6630 1.9159 -1.0978
H 1.6945 1.7802 0.3661
H 0.4122 1.1533 2.1277
H -0.6103 -0.4209 1.9610
H -0.7644 -2.3140 0.0527
H -2.2481 -1.7844 -0.8976
```

Values from the calculation:
- frontier orbital gap (alpha / beta) (eV) = 7.50 / 8.05
- ΔE to the lowest compared entry with this formula, charge and spin (kcal per mole) = 114.77
- HOMO level (alpha / beta) (eV) = -7.02 / -7.36

Atom charges from the Mulliken analysis, given in e for atoms 1 to 5: -0.935 0.163 -0.362 -0.298 -0.124

---

(6)
Below is the molecule C4H7NO in a non-equilibrium geometry, with properties calculated with ωB97M-V/def2-TZVPD.

XYZ file:
```
13
Properties=species:S:1:pos:R:3
O 0.7380 1.5857 0.6833
C -0.4779 0.8731 0.8202
C -0.8488 0.1190 -0.4577
C 0.3047 -0.7203 -1.0056
C 1.4049 -2.0108 0.9538
N 0.8831 -1.5345 0.0166
H 1.4509 1.0097 0.9868
H -1.2593 1.6060 1.0451
H -0.4300 0.1753 1.6670
H -1.1231 0.8327 -1.2420
H -1.7212 -0.5162 -0.2631
H 1.1003 -0.0654 -1.3698
H -0.0215 -1.3544 -1.8346
```

Values from the calculation:
- frontier orbital gap (eV) = 11.56
- ΔE to the lowest compared entry with this formula, charge and spin (kcal per mole) = 44.55
- HOMO level (eV) = -10.70

Atom charges from the Mulliken analysis, given in e for atoms 1 to 5: -0.543 -0.601 -0.331 -0.577 -0.153

---

(7)
Below is the molecule C4H7NO, with properties calculated with ωB97M-V/def2-TZVPD.

XYZ file:
```
13
Properties=species:S:1:pos:R:3
C -1.0188 -1.4080 0.2818
N -0.2871 -0.4198 -0.4948
C 1.1449 -0.3742 -0.3626
C 0.2943 0.6897 0.2442
C 0.0633 2.0311 -0.3551
O -0.2764 2.9873 0.2983
H -0.7321 -2.4031 -0.0612
H -2.0925 -1.2921 0.1175
H -0.8364 -1.3303 1.3631
H 1.6356 -1.0463 0.3458
H 1.6973 -0.2047 -1.2846
H 0.2279 0.6941 1.3316
H 0.1964 2.0917 -1.4528
```

Values from the calculation:
- frontier orbital gap (eV) = 10.54
- ΔE to the lowest compared entry with this formula, charge and spin (kcal per mole) = 53.06
- HOMO level (eV) = -9.62

Atom charges from the Mulliken analysis, given in e for atoms 1 to 5: -0.800 -0.294 -0.329 0.101 -0.289

---

(8)
Below is the molecule C4H7NO, with properties calculated with ωB97M-V/def2-TZVPD.

XYZ file:
```
13
Properties=species:S:1:pos:R:3
C 0.7907 -0.7621 -1.1569
C 0.5478 0.0438 0.1081
N -0.3503 1.2024 -0.0385
C -1.5576 0.9046 0.3652
C -0.2868 -0.7168 1.1726
O -0.6083 -1.8754 1.1165
H 1.4397 -0.2436 -1.8713
H -0.1558 -1.0038 -1.6466
H 1.2716 -1.7070 -0.8856
H 1.5107 0.3584 0.5472
H 0.0204 2.1239 -0.2632
H -2.2252 1.7657 0.4634
H -0.3969 -0.0900 2.0890
```

Values from the calculation:
- frontier orbital gap (eV) = 9.29
- ΔE to the lowest compared entry with this formula, charge and spin (kcal per mole) = 82.35
- HOMO level (eV) = -8.58

Atom charges from the Mulliken analysis, given in e for atoms 1 to 5: -1.240 0.248 -0.001 -0.545 0.054